Entry 1:
Molecular formula: C3H2Cl2N2S
Method: DFT, the ωB97M-V functional and the def2-TZVPD basis

ORCA input file:
```
! RIJCOSX wB97M-V def2-TZVPD def2/J DEFGRID3
* xyz 0 1
C -1.27 -1.06 1.15
C 0.18 0.20 0.17
C 0.64 1.24 -0.66
N -1.14 -0.08 0.35
N 1.05 -0.55 0.85
S 0.28 -1.65 1.72
Cl -0.42 2.30 -1.38
Cl 1.20 -0.37 -2.93
H -2.21 -1.48 1.46
H 1.70 1.43 -0.74
*
```

LUMO level (alpha / beta) in eV: -2.337 / -2.889
Relative energy (zero: lowest compared OMol25 entry of this formula, charge and spin) in kcal per mole: 13.3
HOMO level (alpha / beta) in eV: -9.77 / -8.74
Electronic energy in Eh: -1543.5211

=====

Entry 2:
Molecular formula: C4H3ClF3O3
Method: DFT, the ωB97M-V functional and the def2-TZVPD basis

ORCA input file:
```
! RIJCOSX wB97M-V def2-TZVPD def2/J DEFGRID3
* xyz -1 1
C -1.29 0.19 0.19
C -0.69 1.09 -0.67
C 1.55 -0.41 0.85
C 2.76 0.16 0.00
O -1.66 -0.98 -0.47
O -1.35 0.19 1.43
O 1.14 -1.55 0.79
F 2.59 1.51 -0.12
F 2.90 -0.39 -1.18
F 3.87 -0.03 0.71
Cl -0.31 2.70 -0.23
H -0.85 1.09 -1.76
H 1.43 0.25 1.69
H -1.39 -1.88 0.08
*
```

LUMO level in eV: 3.621
HOMO level in eV: -2.97
Electronic energy in Eh: -1139.7513

=====

Entry 3:
Molecular formula: C2HCl3FN
Method: DFT, the ωB97M-V functional and the def2-TZVPD basis

ORCA input file:
```
! RIJCOSX wB97M-V def2-TZVPD def2/J DEFGRID3
* xyz 0 3
C -1.25 0.23 0.17
C -2.59 0.45 -0.72
N -0.19 0.83 0.05
F -1.51 -0.90 0.85
Cl -2.22 0.84 -2.39
Cl -3.68 -0.83 -0.58
Cl -3.30 1.99 -0.02
H 0.64 0.54 0.73
*
```

LUMO level (alpha / beta) in eV: 0.714 / -4.927
Relative energy (zero: lowest compared OMol25 entry of this formula, charge and spin) in kcal per mole: 10.3
HOMO level (alpha / beta) in eV: -5.84 / -10.98
Electronic energy in Eh: -1611.7602

=====

Entry 4:
Molecular formula: C32H75I2N6O8
Method: DFT, the ωB97M-V functional and the def2-TZVPD basis

ORCA input file:
```
! RIJCOSX wB97M-V def2-TZVPD def2/J DEFGRID3
* xyz -1 1
O 2.12 3.03 -4.27
H 2.69 3.71 -3.91
H 2.56 2.23 -4.56
H 1.39 2.81 -3.69
I 2.58 6.90 -3.90
I 3.51 0.25 -5.65
O 8.33 4.40 -6.50
C 7.80 3.37 -6.12
N 8.49 2.21 -6.37
C 6.45 3.27 -5.33
H 8.26 1.28 -6.69
H 9.48 2.38 -6.50
H 6.28 3.83 -4.41
H 6.47 2.25 -4.94
H 5.56 3.29 -5.95
O 3.49 -5.33 -3.21
C 3.30 -4.15 -3.37
N 2.14 -3.61 -2.88
C 4.40 -3.23 -3.86
H 1.37 -4.20 -2.60
H 2.11 -2.61 -2.75
H 4.79 -2.69 -2.99
H 3.94 -2.56 -4.59
H 5.26 -3.80 -4.20
O 4.12 3.29 -2.10
C 5.15 3.88 -1.66
N 6.14 3.20 -1.14
C 5.28 5.45 -1.62
H 6.16 2.20 -1.20
H 6.92 3.71 -0.76
H 4.42 5.97 -1.20
H 5.64 5.91 -2.54
H 6.12 5.77 -1.00
C 0.34 -0.27 -2.36
C -0.68 0.72 -2.90
N -0.18 2.10 -3.13
C -0.10 2.74 -1.75
C 0.17 4.24 -1.63
C -1.09 2.81 -4.01
C -1.02 2.37 -5.52
H 0.82 0.29 -1.56
H 1.07 -0.54 -3.12
H -0.24 -1.16 -2.11
H -0.94 0.39 -3.90
H -1.65 0.62 -2.41
H -0.90 2.50 -1.06
H 0.66 2.24 -1.15
H 0.97 4.63 -2.27
H -0.72 4.77 -1.95
H 0.25 4.54 -0.59
H -0.72 3.83 -3.91
H -2.15 2.73 -3.77
H -0.21 2.94 -5.96
H -1.92 2.57 -6.10
H -0.76 1.31 -5.64
C -1.50 6.29 2.53
C -0.40 5.27 2.26
N -0.79 4.02 2.86
C 0.34 3.23 3.14
C 1.03 2.42 1.97
C -2.01 3.38 2.31
C -2.26 2.08 3.03
H -2.06 6.00 3.42
H -1.97 6.09 1.57
H -1.09 7.31 2.56
H -0.01 5.23 1.24
H 0.51 5.61 2.76
H 1.10 3.86 3.60
H 0.00 2.62 3.98
H 1.43 3.15 1.28
H 1.82 1.82 2.43
H 0.27 1.80 1.49
H -2.00 3.14 1.25
H -2.83 4.05 2.54
H -2.92 1.50 2.37
H -2.33 1.92 4.11
H -1.42 1.39 2.94
C 6.29 6.15 -9.24
C 5.20 6.13 -10.31
N 4.80 4.79 -10.69
C 4.97 3.64 -9.74
C 3.86 3.83 -8.68
C 3.65 4.87 -11.63
C 3.72 4.02 -12.90
H 7.17 5.82 -9.79
H 6.29 5.49 -8.38
H 6.41 7.18 -8.91
H 4.59 7.01 -10.11
H 5.81 6.41 -11.16
H 4.72 2.71 -10.23
H 5.94 3.54 -9.26
H 2.90 3.84 -9.19
H 3.99 3.12 -7.87
H 3.80 4.87 -8.36
H 3.42 5.92 -11.76
H 2.79 4.64 -11.01
H 4.30 4.35 -13.77
H 2.72 3.72 -13.21
H 4.35 3.15 -12.68
O 3.31 -2.85 0.21
C 3.51 -1.66 0.32
O 3.49 -0.88 -0.80
C 3.93 0.41 -0.72
C 4.51 0.42 0.75
C 4.03 -0.81 1.47
H 3.01 0.97 -0.86
H 4.66 0.53 -1.53
H 4.46 1.37 1.30
H 5.59 0.34 0.70
H 3.23 -0.57 2.18
H 4.83 -1.37 1.94
O -1.95 -1.91 -4.87
C -1.23 -1.84 -5.85
O -1.70 -1.78 -7.12
C -0.59 -1.89 -7.93
C 0.68 -2.43 -7.17
C 0.29 -2.11 -5.77
H -0.41 -0.86 -8.25
H -0.89 -2.57 -8.73
H 1.43 -1.69 -7.44
H 0.87 -3.48 -7.40
H 0.92 -1.33 -5.34
H 0.35 -3.01 -5.14
*
```

LUMO level in eV: 1.879
HOMO level in eV: -4.69
Electronic energy in Eh: -2790.0805

=====

Entry 5:
Molecular formula: C10H14FIN2OPS
Method: DFT, the ωB97M-V functional and the def2-TZVPD basis

ORCA input file:
```
! RIJCOSX wB97M-V def2-TZVPD def2/J DEFGRID3
* xyz -1 1
C 2.98 2.93 -0.16
C 2.28 3.01 -1.40
C 0.74 2.88 -1.71
P -0.23 1.45 -0.94
I -1.04 0.57 -3.17
C -1.87 2.44 -0.79
C -1.89 3.78 0.01
O -1.00 4.44 0.53
F -3.20 4.44 0.07
N 0.28 1.82 0.79
C 0.76 0.74 1.26
S 1.27 -0.84 1.49
H 3.69 2.07 0.08
H 2.72 3.67 0.68
H 2.95 3.35 -2.29
H 0.67 2.68 -2.85
H 0.29 3.92 -1.60
H -0.90 0.28 -0.38
H 0.96 0.64 -1.03
H -2.22 2.59 -1.88
H -2.63 1.72 -0.27
N -1.48 -4.74 1.86
C -0.62 -3.71 1.55
C 0.49 -4.26 0.96
C 0.30 -5.66 0.91
C -0.92 -5.93 1.47
H -2.37 -4.64 2.31
H -0.88 -2.69 1.77
H 1.35 -3.70 0.60
H 0.99 -6.39 0.50
H -1.44 -6.86 1.62
*
```

LUMO level in eV: 2.820
HOMO level in eV: -4.55
Electronic energy in Eh: -1711.1600

=====

Entry 6:
Molecular formula: C57H48BLuN10O5
Method: DFT, the ωB97M-V functional and the def2-TZVPD basis

ORCA input file:
```
! RIJCOSX wB97M-V def2-TZVPD def2/J DEFGRID3
* xyz 0 1
Lu 1.67 0.58 -1.11
C 2.81 -4.29 7.70
O 3.53 -3.14 7.34
C 3.23 -2.56 6.13
C 4.29 -2.17 5.32
C 4.07 -1.56 4.10
C 2.78 -1.32 3.67
C 1.72 -1.67 4.49
C 1.93 -2.29 5.71
C 2.43 -0.77 2.33
C 2.22 -1.74 1.33
C 2.29 -3.15 1.61
C 1.60 -3.77 0.62
C 1.17 -2.74 -0.29
N 1.62 -1.52 0.13
C 0.27 -2.98 -1.33
C -0.27 -2.04 -2.21
C -1.23 -2.40 -3.22
C -1.76 -1.25 -3.69
C -1.14 -0.18 -2.94
C -1.67 1.11 -2.91
C -3.07 1.21 -3.39
C -3.53 1.75 -4.59
C -4.88 1.76 -4.88
C -5.81 1.23 -3.99
O -7.12 1.25 -4.36
C -8.07 0.68 -3.49
C -5.36 0.69 -2.78
C -4.01 0.69 -2.50
C -1.26 2.14 -2.06
N -0.30 2.06 -1.09
C -0.56 3.07 -0.22
C -0.11 3.16 1.10
C -0.99 3.94 2.01
C -0.97 5.31 2.25
C -1.90 5.89 3.08
C -2.89 5.12 3.69
O -3.78 5.79 4.48
C -4.83 5.03 5.05
C -2.92 3.76 3.46
C -1.98 3.18 2.63
C 0.77 2.29 1.75
C 1.09 2.42 3.15
C 1.85 1.35 3.48
C 1.96 0.54 2.29
N 1.35 1.16 1.23
C -1.60 3.92 -0.74
C -2.04 3.34 -1.88
N -0.18 -0.68 -2.11
C -0.56 -4.21 -1.17
C -0.37 -5.46 -1.73
C -1.28 -6.47 -1.49
C -2.40 -6.25 -0.68
O -3.26 -7.30 -0.52
C -4.42 -7.08 0.25
C -2.58 -5.00 -0.10
C -1.67 -4.00 -0.36
H 3.00 -4.45 8.76
H 3.17 -5.16 7.13
H 1.73 -4.19 7.54
H 5.30 -2.37 5.67
H 4.91 -1.29 3.47
H 0.71 -1.47 4.16
H 1.08 -2.55 6.32
H 2.76 -3.59 2.47
H 1.38 -4.81 0.51
H -1.43 -3.41 -3.53
H -2.49 -1.11 -4.46
H -2.83 2.16 -5.30
H -5.24 2.18 -5.80
H -9.03 0.78 -3.99
H -8.10 1.21 -2.53
H -7.87 -0.38 -3.32
H -6.04 0.29 -2.05
H -3.66 0.26 -1.58
H -0.21 5.93 1.78
H -1.90 6.95 3.28
H -5.44 5.73 5.61
H -4.44 4.27 5.73
H -5.44 4.56 4.27
H -3.67 3.12 3.91
H -2.01 2.12 2.44
H 0.75 3.22 3.78
H 2.26 1.10 4.43
H -1.96 4.81 -0.26
H -2.84 3.66 -2.52
H 0.48 -5.65 -2.37
H -1.15 -7.45 -1.91
H -4.98 -8.02 0.22
H -5.04 -6.28 -0.18
H -4.17 -6.83 1.29
H -3.42 -4.79 0.54
H -1.81 -3.02 0.08
C 3.32 4.81 -2.37
C 2.31 3.99 -1.88
N 2.59 2.70 -2.10
N 3.78 2.68 -2.71
C 4.24 3.92 -2.90
B 4.49 1.41 -3.21
N 4.94 0.54 -2.02
C 6.21 0.25 -1.71
C 6.21 -0.63 -0.65
C 4.86 -0.83 -0.37
N 4.10 -0.12 -1.20
N 3.51 0.60 -4.05
C 3.66 0.24 -5.33
C 2.56 -0.50 -5.71
C 1.77 -0.54 -4.56
N 2.35 0.12 -3.56
H 3.38 5.87 -2.37
H 1.40 4.28 -1.38
H 5.18 4.12 -3.38
H 5.45 1.71 -3.84
H 7.03 0.67 -2.25
H 7.07 -1.05 -0.16
H 4.43 -1.49 0.37
H 4.52 0.54 -5.89
H 2.35 -0.94 -6.66
H 0.82 -1.03 -4.45
O 3.76 2.13 0.37
H 4.05 1.60 1.12
H 3.39 2.94 0.72
*
```

LUMO level in eV: -0.927
Relative energy (zero: lowest compared OMol25 entry of this formula, charge and spin) in kcal per mole: 0.0
HOMO level in eV: -6.69
Electronic energy in Eh: -4385.2315

=====

Entry 7:
Molecular formula: C57H54GeP3S2W
Method: DFT, the ωB97M-V functional and the def2-TZVPD basis

ORCA input file:
```
! RIJCOSX wB97M-V def2-TZVPD def2/J DEFGRID3
* xyz 2 2
W -0.58 0.57 0.18
C 1.68 -2.40 1.95
C 1.81 -2.20 0.44
P 1.77 -0.43 -0.10
C 2.40 -0.47 -1.82
C 2.67 0.77 -2.40
C 3.14 0.86 -3.69
C 3.34 -0.30 -4.43
C 3.07 -1.54 -3.86
C 2.60 -1.63 -2.56
C 3.28 0.19 0.74
C 4.51 -0.26 0.27
C 5.69 0.19 0.84
C 5.65 1.09 1.90
C 4.43 1.55 2.37
C 3.26 1.12 1.79
C 0.34 -1.95 2.56
P 0.32 -0.09 2.60
C 0.82 0.13 4.38
C 0.23 1.12 5.17
C 0.41 1.13 6.54
C 1.20 0.17 7.15
C 1.85 -0.77 6.37
C 1.68 -0.78 4.99
C -1.37 0.62 2.77
C -1.36 2.02 2.54
C -2.49 2.78 2.81
C -3.62 2.17 3.32
C -3.61 0.81 3.61
C -2.50 0.03 3.33
H 2.51 -1.86 2.43
H 1.81 -3.46 2.16
H 1.01 -2.75 -0.09
H 2.77 -2.61 0.12
H 2.51 1.68 -1.82
H 3.34 1.82 -4.13
H 3.71 -0.24 -5.44
H 3.22 -2.44 -4.44
H 2.39 -2.60 -2.14
H 4.55 -0.96 -0.55
H 6.64 -0.15 0.45
H 6.57 1.45 2.34
H 4.40 2.26 3.19
H 2.32 1.53 2.13
H 0.26 -2.32 3.59
H -0.48 -2.37 1.99
H -0.41 1.87 4.74
H -0.07 1.89 7.13
H 1.30 0.14 8.22
H 2.50 -1.51 6.82
H 2.22 -1.52 4.43
H -0.42 2.54 2.34
H -2.46 3.85 2.67
H -4.50 2.76 3.54
H -4.47 0.36 4.07
H -2.50 -1.02 3.57
C -0.52 0.16 -2.00
Ge 0.26 2.92 -0.34
C -0.28 4.12 -1.83
C 0.54 5.18 -2.20
C 0.10 6.12 -3.12
C -1.16 6.01 -3.68
C -1.98 4.95 -3.33
C -1.54 4.00 -2.42
C 1.53 4.18 0.56
C 2.89 3.90 0.56
C 3.82 4.79 1.10
C 3.41 5.98 1.65
C 2.05 6.34 1.63
C 1.61 7.60 2.08
C 0.29 7.96 1.99
C -0.65 7.06 1.48
C -0.26 5.82 1.07
C 1.10 5.43 1.10
H 0.11 0.84 -2.59
H -1.53 0.27 -2.41
H -0.20 -0.86 -2.25
H 1.53 5.27 -1.76
H 0.74 6.94 -3.39
H -1.50 6.75 -4.38
H -2.96 4.86 -3.78
H -2.18 3.17 -2.15
H 3.24 2.98 0.13
H 4.87 4.53 1.07
H 4.13 6.66 2.09
H 2.34 8.29 2.48
H -0.03 8.94 2.31
H -1.69 7.37 1.40
H -0.99 5.10 0.69
C -1.67 -1.38 0.16
H -1.10 -2.28 -0.09
H -2.45 -1.32 -0.61
H -2.22 -1.58 1.09
S -4.72 -0.99 1.28
P -4.71 0.54 0.00
S -2.88 1.50 -0.22
C -5.84 1.87 0.51
C -6.11 2.89 -0.39
C -6.97 3.91 -0.01
C -7.54 3.91 1.25
C -7.27 2.89 2.14
C -6.43 1.85 1.77
C -5.35 -0.08 -1.59
C -6.71 -0.40 -1.61
C -7.24 -1.00 -2.74
C -6.42 -1.27 -3.82
C -5.08 -0.93 -3.80
C -4.54 -0.34 -2.67
H -5.66 2.88 -1.37
H -7.21 4.70 -0.71
H -8.20 4.72 1.54
H -7.72 2.88 3.12
H -6.24 1.02 2.44
H -7.33 -0.19 -0.75
H -8.28 -1.26 -2.76
H -6.83 -1.75 -4.70
H -4.45 -1.14 -4.65
H -3.49 -0.07 -2.64
*
```

LUMO level (alpha / beta) in eV: -7.826 / -7.871
Relative energy (zero: lowest compared OMol25 entry of this formula, charge and spin) in kcal per mole: 64.4
HOMO level (alpha / beta) in eV: -12.48 / -12.28
Electronic energy in Eh: -6168.3068